# 1
21
Properties=species:S:1:pos:R:3:forces:R:3 method="wB97M-V/def2-TZVPD" total_charge=0 energy_ha=-366.33320 multiplicity=1 smiles="CCCN(C)CC=O" de_lowest_kcal_mol=63.2
C 1.63173 2.21506 -1.37756 0.278 0.029 0.987
C 1.14070 1.51789 -0.11542 -1.688 -0.579 0.410
C 0.79811 0.01485 -0.32529 -0.076 1.182 0.140
N -0.53835 -0.35418 0.12933 0.723 -0.623 0.633
C -0.70720 -0.19993 1.60394 -1.092 0.216 -1.351
C -0.80829 -1.75738 -0.28890 0.920 0.704 2.049
C -2.14693 -2.16995 0.33653 1.496 -1.670 -2.971
O -3.05236 -1.46071 0.10657 -2.867 1.817 0.480
H 0.78984 2.31941 -2.05806 0.202 0.147 -0.232
H 2.02686 3.17839 -1.05651 -0.165 0.278 -0.451
H 2.46146 1.68605 -1.84799 -0.119 -0.129 -0.096
H 0.16459 1.91645 0.18906 0.094 0.493 -0.332
H 1.72938 1.69967 0.78426 0.544 -0.229 -0.268
H 0.71792 -0.12558 -1.40558 0.847 -0.471 0.019
H 1.58279 -0.52822 0.22523 -0.018 -0.646 -0.676
H -1.48417 -0.90778 1.81671 -0.164 -0.203 0.939
H 0.12990 -0.35633 2.28734 0.365 0.003 -0.381
H -1.20803 0.75708 1.75017 0.467 0.202 0.396
H 0.01860 -2.39914 0.05558 -0.099 -0.234 -0.137
H -0.88214 -1.82228 -1.37290 -0.149 -0.021 -0.042
H -2.36441 -3.22336 0.56349 0.500 -0.265 0.884

# 2
20
Properties=species:S:1:pos:R:3:forces:R:3 method="wB97M-V/def2-TZVPD" total_charge=0 energy_ha=-633.63474 multiplicity=1 de_lowest_kcal_mol=178.2
C -2.03921 0.07076 -1.25295 -0.132 -2.006 0.590
C -0.08133 1.06666 1.17393 -1.030 -0.119 1.345
C -0.03281 -2.04018 0.14724 1.549 1.591 0.656
C 1.13171 0.19715 -1.30463 -1.422 -0.730 -0.571
N 3.93666 0.41248 0.06861 2.101 -0.020 0.437
N 2.85755 0.14680 0.47726 -0.790 -0.125 0.206
O 5.14044 0.46100 0.37841 -1.828 -0.111 -0.082
Si -0.45156 -0.15319 -0.20320 1.956 -0.525 -1.113
H -3.05559 0.05466 -0.79888 0.798 -0.523 0.014
H -1.95386 1.05542 -1.57016 0.244 1.937 -1.135
H -1.98707 -0.63488 -2.14077 -0.119 0.895 1.052
H 0.21674 2.01575 0.73856 0.023 0.093 -0.127
H -0.92659 1.26309 1.86649 0.284 -0.031 -0.409
H 0.73018 0.74662 1.85088 -0.260 -0.031 -0.466
H -0.65954 -2.69482 -0.40211 -0.568 -0.649 -0.666
H 1.04066 -2.12314 -0.21939 -1.333 -0.147 0.395
H -0.02743 -2.38056 1.19575 -0.157 0.303 -0.283
H 1.33936 -0.72793 -1.82854 0.312 -0.376 -0.088
H 1.74429 0.95199 -1.80724 -0.622 0.416 0.680
H 2.55144 -0.16105 1.42610 0.996 0.159 -0.433

# 3
17
Properties=species:S:1:pos:R:3:forces:R:3 method="wB97M-V/def2-TZVPD" s_squared=8.7538 total_charge=+2 energy_ha=-1864.77892 multiplicity=6 de_lowest_kcal_mol=29.9
H 1.79207 -0.86857 -1.47235 0.058 0.276 0.199
O 1.28513 -1.17959 0.52716 -0.483 -1.197 -0.895
O 1.96439 0.71715 1.31096 3.256 -1.035 2.270
O 0.73789 -0.67556 2.60442 0.726 -0.623 0.936
C 1.64847 -0.32710 -0.53686 2.648 -1.202 -0.036
C 2.49490 0.57943 0.09669 -3.107 1.826 -2.040
C 1.48054 -0.54669 1.67801 -4.068 2.695 -1.090
H 3.07601 1.40633 -0.30721 0.124 -0.286 0.188
C -1.20724 1.12189 -0.64583 1.468 0.260 0.292
C -2.03401 0.01108 -0.96597 1.407 -1.418 -0.795
O -2.13503 -0.96669 -0.15442 -0.318 1.832 0.002
Fe -2.76606 -2.80692 -0.53588 -0.505 -1.503 -0.268
Li -1.48493 -0.40327 1.69283 0.449 0.167 0.573
F -1.28654 1.33666 0.72787 0.413 -0.186 0.428
H -1.41922 2.05561 -1.17412 0.343 -0.173 -0.002
H -2.33006 -0.10539 -2.01834 -0.268 0.001 0.244
H 0.18366 0.65162 -0.82693 -2.141 0.567 -0.008

# 4
24
Properties=species:S:1:pos:R:3:forces:R:3 method="wB97M-V/def2-TZVPD" total_charge=+1 energy_ha=-493.20332 multiplicity=1 smiles=[NH3+][C@@H]1CNN[C@H]1c1ccc[nH]1 de_lowest_kcal_mol=91.0
N 0.51390 -1.04503 2.21454 0.495 -1.041 2.342
C 0.94641 -0.99016 0.80470 -2.049 3.707 -0.437
C 2.34970 -0.55600 0.59558 1.166 1.760 0.554
N 2.38905 0.91761 0.44048 -1.552 0.120 -1.969
N 1.17545 1.31245 -0.22190 1.166 -0.851 -2.405
C 0.14398 0.50830 0.35222 -0.452 -2.483 -2.493
C -1.00529 0.20937 -0.63160 1.224 0.394 1.106
C -1.19938 -0.71625 -1.67922 0.285 1.449 3.004
C -2.35851 -0.28960 -2.29936 -1.028 0.807 -1.058
C -2.73361 0.93132 -1.77727 -1.551 -1.209 0.546
N -2.00522 1.17427 -0.61217 0.339 -1.260 -2.748
H -0.48680 -0.84168 2.33879 0.034 -0.571 -0.343
H 0.93081 -0.17346 2.57817 0.189 -0.554 0.554
H 0.77325 -1.89853 2.85578 -0.394 1.877 -1.615
H 0.54430 -1.73998 0.17299 -0.212 -0.971 -0.058
H 3.08389 -0.80903 1.36250 -0.008 -0.497 -0.192
H 2.66650 -0.81740 -0.39243 0.322 -1.172 -0.346
H 2.53999 1.65016 1.07301 0.809 0.161 1.891
H 1.26001 1.12879 -1.29308 -0.139 0.286 2.422
H -0.28431 1.11302 1.14215 0.040 -0.530 1.147
H -0.73805 -1.66629 -1.71791 0.569 -0.631 -0.448
H -2.93624 -0.84365 -3.03447 0.271 0.311 0.017
H -3.71966 1.33455 -1.98860 0.464 0.609 0.207
H -1.85019 2.10721 -0.28290 0.011 0.288 0.321